Computed, not measured: a molecular structure, C16H22Cl2HfO2Se, with ωB97M-V with the def2-TZVPD basis set.

The calculation puts the frontier orbital gap at 5.274 eV. The max |F| is 0.2067 Eh/bohr. As for the HOMO energy: -0.43 eV.

Structure (ORCA input):
```
! wB97M-V def2-TZVPD RIJCOSX def2/J DEFGRID3
* xyz -2 1
C 0.14822 -1.35720 -2.04307
C 1.05386 -0.23971 -2.16782
C 0.23283 0.93803 -2.32243
C 2.46379 -0.39387 -2.58876
C -1.11439 0.55659 -2.28047
C -1.21254 -0.84142 -2.14674
C -2.43058 -1.65786 -2.26329
C 0.53865 -2.77592 -2.22209
C 0.73764 2.30458 -2.69806
C -2.29697 1.45955 -2.47602
Hf 0.92167 -0.02650 0.21449
Cl 2.34465 1.42489 0.47763
Cl 1.70755 -1.71314 1.75577
O -0.60173 0.55456 1.31147
H 2.93936 -1.26107 -2.14723
H 3.07386 0.50783 -2.29286
H 2.59205 -0.47872 -3.68758
H 1.71884 2.48542 -2.30394
H 0.06581 3.06252 -2.35153
H 0.80737 2.41243 -3.80863
H -2.09786 2.45313 -1.97972
H -3.18914 1.05256 -2.07625
H -2.45516 1.68695 -3.55102
H -3.31353 -1.03415 -2.04089
H -2.39950 -2.45381 -1.50348
H -2.55666 -2.08264 -3.26361
H 1.57829 -2.94029 -1.91876
H 0.44689 -3.12341 -3.27691
H -0.11008 -3.37791 -1.57565
H -1.61096 0.41319 1.45250
O -1.68673 -2.88025 0.40769
H -0.74992 -2.90430 1.03234
Se 1.50170 3.56539 3.32286
C 0.82004 1.90682 3.90265
C -0.53510 1.78212 4.09666
C -1.01788 0.67332 4.80576
C -0.13511 -0.33210 5.24641
C 1.21720 -0.21799 4.90588
C 1.71905 0.89153 4.22658
H -1.21703 2.56710 3.77845
H -2.09219 0.60156 5.02466
H -0.49538 -1.16458 5.82784
H 1.92621 -1.03104 5.18759
H 2.76295 0.98780 4.00957
*
```